1:
DFT (ωB97M-V/def2-TZVPD) results for the ion C5H11N2O with charge +1.

```
19
C5H11N2O | the OMol25 dataset | ωB97M-V/def2-TZVPD
C -2.38 -0.76 0.98
C -1.88 0.21 0.17
C -0.49 0.58 0.01
N -0.23 1.83 0.08
C 0.69 -0.38 -0.46
C 1.79 -0.15 0.59
N 1.10 0.02 -1.76
O 0.15 -1.69 -0.48
H -3.46 -0.94 0.93
H -1.73 -1.28 1.64
H -2.38 1.03 -0.35
H 0.74 1.94 -0.17
H -1.00 2.45 0.35
H 2.30 0.74 0.31
H 1.33 -0.18 1.59
H 2.47 -0.94 0.49
H 0.80 -0.67 -2.46
H 2.11 0.19 -1.89
H 0.06 -2.00 0.46
```

Summary:
2S+1: 1
Total charge: +1
LUMO energy: -4.865 eV
Orbital gap: 9.365 eV


2:
DFT (ωB97M-V/def2-TZVPD) results for the ion C5H11N2O with charge +1.

```
19
C5H11N2O | the OMol25 dataset | ωB97M-V/def2-TZVPD
C -0.54 2.85 0.61
N -0.23 1.68 0.36
C -1.34 0.80 -0.11
C -0.88 -0.70 -0.52
C 0.35 -1.26 0.16
N 1.52 -0.26 0.28
C 0.88 -2.56 -0.51
O 1.75 -3.05 0.15
H 0.33 3.52 0.87
H -1.45 3.46 0.61
H -1.84 1.25 -1.07
H -2.14 0.74 0.73
H -1.69 -1.41 -0.38
H -0.81 -0.72 -1.69
H 0.20 -1.44 1.16
H 2.20 -0.75 0.91
H 1.27 0.75 0.63
H 1.95 0.02 -0.69
H 0.48 -2.91 -1.50
```

Summary:
2S+1: 1
Total charge: +1
LUMO energy: -3.743 eV
Orbital gap: 10.512 eV


Compare the structures above. Which one is the least stable? 2 is.